Here is a molecular structure, C34H42N4P2Pt in a non-equilibrium geometry from the Open Molecules 2025 dataset. Energies are from ωB97M-V/def2-TZVPD.

Structure (XYZ):
```
83
Properties=species:S:1:pos:R:3
Pt -0.31 -2.25 -0.89
C 0.89 -2.36 0.62
C 1.24 -1.14 0.01
C 2.32 -0.86 -0.99
C 1.83 -1.10 -2.43
C 0.82 -2.20 -2.47
C 1.01 -3.52 -1.78
C 2.16 -3.88 -0.83
C 1.95 -3.38 0.61
C -1.96 -2.67 -2.22
H 0.39 -2.17 1.58
H 1.22 -0.26 0.80
H 3.20 -1.48 -0.78
H 2.65 0.18 -0.87
H 1.35 -0.19 -2.81
H 2.66 -1.32 -3.11
H 0.25 -2.25 -3.42
H 0.71 -4.37 -2.44
H 3.13 -3.55 -1.21
H 2.22 -4.98 -0.76
H 1.65 -4.14 1.32
H 2.82 -2.86 1.01
H -2.74 -3.30 -1.76
H -1.64 -3.08 -3.19
H -2.33 -1.64 -2.34
P 0.73 2.61 -1.40
P 0.74 2.18 1.21
N 1.07 2.81 -3.15
N -0.45 3.94 -1.50
N -0.14 -3.24 3.13
N 0.94 1.27 2.62
C 2.21 3.43 -0.61
C 2.47 2.69 0.77
C 0.69 1.95 -4.18
C 1.11 2.48 -5.39
C 1.75 3.73 -5.10
C 1.70 3.91 -3.73
C -1.82 3.78 -1.78
C -2.38 5.03 -1.98
C -1.33 6.00 -1.86
C -0.17 5.30 -1.59
C -0.98 -4.23 3.52
C -0.60 -4.72 4.79
C 0.55 -3.99 5.18
C 0.80 -3.07 4.10
C 1.91 1.34 3.62
C 1.43 0.81 4.80
C 0.10 0.32 4.52
C -0.16 0.59 3.20
H 2.01 4.49 -0.41
H 3.04 3.37 -1.32
H 3.27 1.92 0.63
H 2.90 3.37 1.52
H 0.16 1.03 -3.95
H 0.99 2.04 -6.37
H 2.20 4.42 -5.81
H 2.09 4.71 -3.10
H -2.26 2.79 -1.81
H -3.42 5.24 -2.19
H -1.41 7.07 -1.97
H 0.85 5.65 -1.45
H -1.83 -4.56 2.91
H -1.11 -5.52 5.34
H 1.14 -4.06 6.07
H 1.60 -2.35 4.04
H 2.87 1.77 3.36
H 1.91 0.81 5.78
H -0.60 -0.14 5.23
H -1.02 0.36 2.58
C -1.91 -2.40 0.60
C -2.86 -1.25 0.59
C -2.48 0.04 0.19
C -3.41 1.10 0.29
C -4.71 0.85 0.72
C -5.10 -0.43 1.10
C -4.17 -1.49 1.05
H -1.44 -2.47 1.60
H -2.44 -3.36 0.46
H -1.46 0.22 -0.17
H -3.10 2.11 0.03
H -5.44 1.67 0.77
H -6.10 -0.64 1.45
H -4.43 -2.49 1.37
```

Calculated values
- orbital gap (spin up / spin down) (Ha) = 0.2333 / 0.1463
- ΔE to the lowest compared entry with this formula, charge and spin (eV) = 0.000
- HOMO energy (spin up / spin down) (hartree) = -0.453 / -0.483
- spin multiplicity = 5
- net charge = +2

Here is a molecular structure, C34H43Br3EuNO9P2 in a non-equilibrium geometry from the Open Molecules 2025 dataset. Energies are from ωB97M-V/def2-TZVPD.

Structure (XYZ):
```
93
Properties=species:S:1:pos:R:3
Eu -0.19 1.24 0.67
C -0.12 0.30 3.37
C -1.35 -0.22 2.96
C -2.21 0.85 2.75
C -1.54 2.06 3.02
C -0.17 1.70 3.36
C 0.99 2.61 3.77
C -2.23 3.42 2.97
C -3.72 0.72 2.57
C -1.74 -1.63 2.77
C 1.06 -0.55 3.73
H 1.77 2.74 2.93
H 1.34 2.21 4.74
H 0.54 3.60 4.02
H -2.45 3.78 1.94
H -1.63 4.21 3.49
H -3.17 3.36 3.52
H -4.17 1.60 2.13
H -4.09 0.54 3.60
H -3.94 -0.11 2.00
H -1.14 -2.22 3.51
H -1.54 -2.03 1.76
H -2.76 -1.91 2.99
H 1.21 -0.50 4.82
H 1.90 -0.17 3.21
H 0.87 -1.56 3.41
O -1.56 5.48 -0.72
P -0.99 4.06 -1.26
O -1.41 3.80 -2.63
O -1.25 3.00 -0.19
O 0.65 4.36 -1.21
P 1.53 4.32 0.12
O 0.69 5.37 1.17
O 2.95 4.74 -0.10
O 1.37 2.97 0.78
H -1.07 5.91 -0.02
H 0.38 4.84 1.91
C -4.81 4.06 -0.12
C -5.08 2.63 -0.45
C -6.37 2.19 -0.77
C -6.63 0.89 -1.04
C -5.61 -0.06 -0.93
C -5.76 -1.42 -1.25
Br -7.53 -2.01 -1.76
C -4.68 -2.25 -1.23
C -3.42 -1.74 -0.86
Br -1.96 -2.95 -1.01
C -3.15 -0.40 -0.53
O -1.98 -0.02 -0.16
C -4.29 0.48 -0.63
N -4.08 1.79 -0.40
H -5.62 4.71 -0.48
H -3.86 4.32 -0.58
H -4.64 4.15 0.97
H -7.14 2.90 -0.87
H -7.69 0.64 -1.31
H -4.62 -3.26 -1.59
C 4.30 -1.56 -5.35
C 4.64 -2.15 -3.98
C 5.99 -1.59 -3.53
C 4.84 -3.69 -4.15
C 3.60 -1.82 -2.95
C 2.83 -0.67 -2.97
C 2.04 -0.30 -1.88
Br 1.03 1.26 -2.09
C 1.90 -1.09 -0.72
O 1.10 -0.73 0.24
C 2.69 -2.30 -0.73
C 3.46 -2.62 -1.79
C 2.60 -3.19 0.50
C 3.28 -2.35 1.62
C 1.15 -3.65 0.79
C 3.46 -4.45 0.39
H 5.04 -1.85 -6.15
H 4.29 -0.43 -5.38
H 3.33 -1.92 -5.67
H 6.77 -1.85 -4.27
H 6.30 -2.04 -2.57
H 5.92 -0.49 -3.35
H 5.43 -3.88 -5.07
H 3.93 -4.30 -4.20
H 5.39 -4.15 -3.31
H 2.85 -0.09 -3.86
H 4.00 -3.51 -1.72
H 2.86 -1.37 1.71
H 4.31 -2.30 1.35
H 3.16 -2.89 2.55
H 0.54 -2.75 0.91
H 1.16 -4.25 1.67
H 0.86 -4.25 -0.06
H 4.51 -4.22 0.16
H 3.06 -5.14 -0.38
H 3.47 -4.97 1.39
```

Calculated values
- orbital gap (spin up / spin down) (Ha) = 0.2243 / 0.2252
- ΔE to the lowest compared entry with this formula, charge and spin (eV) = 0.835
- HOMO energy (spin up / spin down) (hartree) = -0.087 / -0.088
- spin multiplicity = 7
- net charge = -2

Here is a molecular structure, C34H44AuNOSi2 from the Open Molecules 2025 dataset. Energies are from ωB97M-V/def2-TZVPD.

Structure (XYZ):
```
83
Properties=species:S:1:pos:R:3
Au -0.79 -1.58 -1.09
O -1.52 -0.16 0.55
Si -1.75 1.31 1.00
C -2.82 1.43 2.59
C -4.18 1.14 2.55
C -4.96 1.13 3.70
C -4.38 1.41 4.93
C -3.02 1.69 5.00
C -2.26 1.70 3.84
C -2.71 2.37 -0.27
C -3.35 3.58 0.00
C -3.96 4.32 -1.01
C -3.94 3.85 -2.32
C -3.34 2.63 -2.60
C -2.74 1.90 -1.58
C -0.19 2.33 1.43
C -0.14 3.72 1.48
C 1.03 4.39 1.80
C 2.19 3.68 2.07
C 2.16 2.29 2.04
C 0.98 1.63 1.72
H -4.64 0.92 1.59
H -6.02 0.89 3.64
H -4.98 1.39 5.84
H -2.56 1.90 5.96
H -1.19 1.92 3.90
H -3.39 3.95 1.02
H -4.43 5.27 -0.79
H -4.40 4.42 -3.11
H -3.33 2.25 -3.62
H -2.27 0.94 -1.78
H -1.03 4.30 1.26
H 1.04 5.48 1.83
H 3.11 4.21 2.29
H 3.06 1.72 2.23
H 0.97 0.55 1.67
C 5.72 0.96 0.45
C 4.45 0.15 0.45
C 4.21 -0.74 1.49
C 3.03 -1.50 1.46
C 2.71 -2.47 2.58
C 2.14 -1.36 0.42
C 2.33 -0.44 -0.67
C 3.55 0.30 -0.59
N 1.38 -0.38 -1.61
C 1.52 0.46 -2.78
C 0.32 0.17 -3.70
C 2.78 0.15 -3.63
C 1.48 1.96 -2.44
H 6.35 0.70 1.31
H 5.50 2.03 0.51
H 6.30 0.79 -0.46
H 4.91 -0.85 2.31
H 3.48 -2.43 3.36
H 2.65 -3.50 2.21
H 1.75 -2.23 3.03
H 1.24 -1.96 0.40
H 3.80 1.03 -1.35
H 0.29 -0.90 -3.93
H 0.37 0.75 -4.62
H -0.61 0.41 -3.17
H 2.81 -0.92 -3.83
H 3.70 0.43 -3.11
H 2.74 0.69 -4.58
H 0.55 2.18 -1.90
H 1.52 2.57 -3.35
H 2.31 2.25 -1.79
C -0.52 -6.51 -2.34
Si -0.96 -4.93 -1.33
C 0.24 -4.97 0.14
C -2.71 -5.31 -0.66
C -0.89 -3.36 -2.28
H -0.65 -7.43 -1.76
H 0.52 -6.47 -2.67
H -1.15 -6.58 -3.23
H 0.38 -5.96 0.57
H -0.12 -4.30 0.93
H 1.21 -4.59 -0.18
H -2.76 -6.25 -0.12
H -3.43 -5.35 -1.49
H -3.03 -4.51 0.01
H -1.73 -3.28 -2.98
H 0.03 -3.33 -2.87
```

Calculated values
- orbital gap (Ha) = 0.1912
- ΔE to the lowest compared entry with this formula, charge and spin (eV) = 0.477
- HOMO energy (hartree) = -0.021
- net charge = -2

Here is a molecular structure, C34H44BrFN5O4Ru in a non-equilibrium geometry from the Open Molecules 2025 dataset. Energies are from ωB97M-V/def2-TZVPD.

Structure (XYZ):
```
90
Properties=species:S:1:pos:R:3
Ru 0.87 1.84 -1.12
F -2.45 -4.41 -0.14
C -2.96 -3.17 -0.20
C -2.12 -2.12 -0.43
C -2.63 -0.82 -0.55
C -1.75 0.29 -0.85
O -0.51 0.13 -0.94
C -2.37 1.55 -1.03
C -3.71 1.70 -0.87
N -4.53 0.67 -0.53
C -5.94 0.94 -0.37
C -6.56 0.74 0.99
C -6.36 2.12 0.45
C -4.01 -0.61 -0.41
C -4.86 -1.71 -0.16
C -4.35 -2.99 -0.06
N -5.25 -4.06 0.19
C -6.20 -4.35 -0.88
C -7.43 -5.07 -0.28
N -7.17 -5.30 1.17
C -5.92 -6.10 1.36
C -4.73 -5.30 0.77
C -1.38 2.62 -1.43
O -1.08 2.72 -2.62
O -0.72 3.18 -0.48
H -1.06 -2.29 -0.55
H -4.20 2.66 -1.00
H -6.54 0.69 -1.24
H -5.91 0.43 1.79
H -7.57 0.34 1.03
H -5.58 2.71 0.91
H -7.21 2.69 0.11
H -5.91 -1.55 -0.02
H -5.75 -4.97 -1.67
H -6.52 -3.42 -1.34
H -7.60 -6.04 -0.73
H -8.34 -4.48 -0.37
H -7.97 -5.76 1.62
H -7.03 -4.39 1.62
H -6.07 -7.05 0.84
H -5.80 -6.30 2.42
H -4.20 -5.91 0.05
H -4.04 -5.04 1.57
C 6.35 2.68 4.33
C 5.45 1.44 4.30
C 6.31 0.17 4.32
C 4.55 1.45 5.54
C 4.63 1.45 3.01
C 3.23 1.44 3.01
C 2.58 1.48 1.80
Br 0.70 1.44 1.71
C 3.26 1.54 0.57
O 2.59 1.67 -0.57
C 4.67 1.50 0.54
C 5.30 1.47 1.78
C 5.54 1.50 -0.72
C 4.76 1.50 -2.05
C 6.44 2.74 -0.70
C 6.42 0.23 -0.71
H 6.92 2.70 5.26
H 5.76 3.60 4.28
H 7.06 2.69 3.51
H 6.88 0.13 5.25
H 7.03 0.15 3.50
H 5.70 -0.73 4.26
H 5.18 1.45 6.43
H 3.91 0.57 5.59
H 3.92 2.34 5.58
H 2.66 1.40 3.92
H 6.38 1.45 1.79
H 4.16 2.40 -2.17
H 4.11 0.63 -2.15
H 5.50 1.46 -2.85
H 5.84 3.66 -0.70
H 7.06 2.75 -1.60
H 7.09 2.77 0.16
H 5.80 -0.67 -0.71
H 7.07 0.19 0.16
H 7.05 0.22 -1.59
C 0.08 1.57 -6.01
N 1.29 1.88 -5.25
C 2.31 2.74 -5.86
C 1.36 1.57 -4.00
N 1.50 1.25 -2.89
H 0.37 1.16 -6.98
H -0.50 2.48 -6.16
H -0.51 0.84 -5.46
H 2.61 2.30 -6.82
H 3.18 2.79 -5.21
H 1.90 3.74 -6.02
```

Calculated values
- orbital gap (spin up / spin down) (Ha) = 0.2378 / 0.2510
- ΔE to the lowest compared entry with this formula, charge and spin (eV) = 0.000
- HOMO energy (spin up / spin down) (hartree) = -0.440 / -0.436
- spin multiplicity = 2
- net charge = +2

Here is a molecular structure, C34H44MoN2O2P2S6 from the Open Molecules 2025 dataset. Energies are from ωB97M-V/def2-TZVPD.

Structure (XYZ):
```
91
Properties=species:S:1:pos:R:3
Mo -0.33 0.26 0.43
O 2.80 1.77 2.30
C 1.62 1.70 2.13
O 1.10 1.51 0.89
C 0.60 1.82 3.26
P -1.08 1.53 2.60
C -2.00 0.30 3.50
C -1.53 -1.11 3.34
C -2.66 -2.16 3.13
C -3.90 -1.78 3.91
C -4.11 -0.55 4.39
C -3.19 0.54 4.06
C -2.00 3.08 2.71
C -3.11 3.24 1.89
C -3.86 4.41 1.94
C -3.49 5.43 2.81
C -2.39 5.27 3.65
C -1.65 4.10 3.60
H 0.73 2.80 3.71
H 0.86 1.09 4.04
H -1.01 -1.41 4.25
H -2.28 -3.07 3.60
H -4.63 -2.56 4.05
H -5.01 -0.32 4.94
H -3.54 1.56 4.20
H -3.40 2.45 1.20
H -4.72 4.53 1.30
H -4.07 6.34 2.85
H -2.12 6.05 4.34
H -0.81 3.98 4.28
S -3.90 -5.66 -1.03
C -3.60 -4.31 -0.18
S -3.48 -2.72 -0.88
C -3.04 -1.85 0.57
C -3.01 -2.56 1.71
S -0.27 -1.36 2.04
S -3.35 -4.27 1.54
S -2.73 -0.13 0.28
S -1.29 2.09 -0.96
C -0.11 3.39 -0.83
N 0.89 3.42 -1.73
C 1.84 4.37 -1.78
C 1.82 5.39 -0.88
C 0.79 5.42 0.07
C -0.17 4.43 0.09
H 0.91 2.66 -2.40
H 2.58 4.26 -2.56
H 2.58 6.16 -0.91
H 0.74 6.23 0.78
H -0.99 4.45 0.80
C 3.00 0.69 -1.86
C 3.16 -0.83 -1.85
C 3.93 -1.29 -3.09
C 3.98 -1.17 -0.60
P 1.48 -1.66 -1.76
N 0.56 -0.75 -0.70
C 0.52 -1.56 -3.36
C 0.96 -2.65 -4.35
C -0.98 -1.70 -3.09
C 0.70 -0.17 -4.00
C 1.56 -3.38 -1.03
C 0.15 -3.99 -1.06
C 2.03 -3.31 0.44
C 2.53 -4.29 -1.81
H 4.00 1.12 -1.87
H 2.50 1.05 -0.96
H 2.48 1.06 -2.75
H 4.93 -0.85 -3.04
H 3.48 -0.97 -4.02
H 4.07 -2.37 -3.13
H 4.90 -0.58 -0.65
H 4.27 -2.21 -0.55
H 3.47 -0.89 0.33
H 0.66 -3.64 -4.03
H 2.04 -2.65 -4.54
H 0.46 -2.45 -5.30
H -1.26 -2.67 -2.68
H -1.49 -1.60 -4.05
H -1.36 -0.92 -2.43
H 1.71 0.02 -4.35
H 0.37 0.61 -3.32
H 0.04 -0.14 -4.87
H -0.59 -3.36 -0.57
H 0.19 -4.94 -0.52
H -0.19 -4.22 -2.07
H 1.82 -2.36 0.92
H 3.09 -3.49 0.53
H 1.51 -4.08 1.00
H 2.26 -4.41 -2.86
H 2.48 -5.27 -1.34
H 3.56 -3.95 -1.74
```

Calculated values
- orbital gap (Ha) = 0.1817
- ΔE to the lowest compared entry with this formula, charge and spin (eV) = 0.434
- HOMO energy (hartree) = -0.455
- net charge = +2

Calculated M in order - 763.76 1063.34 735.87 786.73 863.03 u